161
Properties=species:S:1:pos:R:3:forces:R:3:mulliken_charge:R:1 method="wB97M-V/def2-TZVPD" energy_ha=-3665.24259 homo_ev=-8.4 total_charge=+1 relative_energy_kcal_mol=212.3 homo_lumo_gap_ev=1.608
Ba 1.734664 3.121985 8.287792 -0.49 -0.72 -0.60 1.909
C -0.614565 -2.085180 2.599216 0.69 2.86 -0.89 0.557
F -1.379750 -2.404937 1.522540 0.62 -0.04 1.38 -0.199
F -1.109021 -2.580077 3.730020 0.27 -0.80 -0.59 -0.195
F 0.654676 -2.486690 2.350450 -0.94 -0.57 0.46 -0.213
S -0.552739 -0.151525 2.878166 0.68 2.67 -1.35 1.025
O 0.402855 0.096502 4.001148 -1.00 -1.03 -0.97 -0.660
O -0.135522 0.569040 1.631618 -0.17 -2.17 1.87 -0.662
O -1.941706 0.139057 3.184336 0.02 -0.59 0.56 -0.646
C -4.627819 6.027213 6.641008 -0.23 -0.19 0.49 -1.449
C -3.448425 5.582160 7.532798 -0.40 -0.11 -1.04 0.367
C -3.952232 4.696238 8.698427 0.91 0.86 0.96 -0.751
O -2.824200 4.460753 9.570727 0.75 0.43 -0.32 -0.300
C -3.089141 4.202479 10.939272 -0.49 -1.37 -0.71 -0.772
N -2.473516 4.828117 6.709777 0.22 -0.98 0.06 -0.544
H -4.330768 6.685410 5.824536 0.20 -0.01 0.14 0.374
H -5.400521 6.528409 7.223967 0.05 0.17 0.06 0.383
H -5.121621 5.161826 6.199010 0.07 -0.16 -0.08 0.385
H -2.973306 6.482292 7.922831 0.11 -0.19 0.30 0.243
H -4.450451 3.771524 8.407249 0.33 -0.23 -0.38 0.354
H -4.685645 5.232729 9.300414 -0.21 0.37 -0.19 0.366
H -3.533099 3.207045 10.949582 -0.71 -0.01 0.50 0.340
H -3.721520 4.937827 11.436720 0.01 0.09 -0.11 0.298
H -2.173104 4.024237 11.502480 0.33 0.66 -0.25 0.226
H -1.800776 5.281385 6.108057 -0.12 1.17 0.48 0.257
H -2.998596 4.335547 6.001423 -0.26 -0.63 0.11 0.263
C -0.994219 -7.192975 -3.451941 -0.31 -0.54 -0.22 -1.324
C -2.186739 -6.460709 -4.129504 0.75 -1.44 -0.21 0.389
C -3.597310 -6.860959 -3.619146 0.53 0.60 -0.45 -0.758
O -3.950367 -8.181629 -4.000097 2.39 0.91 -0.71 -0.305
C -5.051980 -8.670664 -3.376945 -1.09 -0.36 1.27 -0.724
N -1.866720 -5.058757 -4.015059 -0.97 0.33 0.39 -0.706
H -1.071056 -8.279873 -3.422863 -0.33 -0.05 -0.20 0.351
H -0.839597 -6.898826 -2.413829 -0.35 0.32 0.14 0.326
H -0.048208 -6.970982 -3.945766 -0.19 0.19 -0.25 0.326
H -2.201649 -6.642502 -5.204133 0.20 -0.51 -0.07 0.303
H -4.324136 -6.151905 -4.015464 -0.20 0.16 -0.57 0.367
H -3.646398 -6.614726 -2.558459 0.04 -0.84 0.66 0.367
H -4.964057 -8.430739 -2.317322 -0.51 0.06 0.36 0.337
H -5.097615 -9.758838 -3.420520 0.13 0.01 -0.41 0.246
H -5.964075 -8.246804 -3.797092 -0.34 0.03 0.10 0.271
H -2.644360 -4.581376 -4.448061 -0.03 0.63 -0.27 0.279
H -1.982125 -4.855032 -3.032571 0.30 0.52 0.43 0.256
C 4.601183 -3.341438 7.795860 -2.47 0.00 -0.40 -1.313
C 3.525588 -2.181237 7.933022 -0.25 -1.30 0.25 0.054
C 2.274190 -2.582067 8.776563 0.38 0.04 -1.13 -0.772
O 1.374879 -1.495168 8.913708 -0.14 0.23 0.84 -0.256
C 0.132631 -1.921928 9.482943 -0.54 0.49 -1.30 -0.795
N 4.131372 -1.024002 8.509628 0.75 1.33 0.57 -0.591
H 5.134845 -3.596795 8.711340 0.21 0.50 -0.07 0.361
H 5.205617 -3.171856 6.904792 0.36 0.12 0.40 0.407
H 4.001476 -4.222938 7.569115 0.17 -0.35 -0.16 0.360
H 3.248242 -1.828059 6.939822 -0.49 -0.64 -0.17 0.358
H 2.574422 -2.960475 9.753682 0.19 -0.03 0.24 0.368
H 1.696207 -3.354776 8.269665 0.36 -0.43 -0.13 0.394
H -0.585966 -1.147759 9.213906 -0.01 0.24 0.32 0.260
H 0.077992 -2.110301 10.555151 0.60 0.02 0.08 0.308
H -0.255286 -2.779947 8.933930 0.19 -0.39 0.14 0.330
H 4.473974 -1.296793 9.419732 0.08 0.15 0.49 0.279
H 4.978582 -0.949273 7.964888 0.42 0.66 -0.01 0.292
C 6.823383 -0.011415 2.230725 -0.15 -0.98 0.47 -1.386
C 6.521029 1.394770 2.649769 0.75 1.73 0.51 0.559
C 7.800411 2.105958 3.270669 -0.74 0.44 -0.47 -0.841
O 8.248063 1.542500 4.500683 -0.34 -0.04 -0.39 -0.304
C 9.626891 1.274474 4.446017 -0.07 -1.00 0.35 -0.712
N 5.882444 2.259145 1.626972 -0.03 -0.24 0.68 -0.648
H 7.328641 -0.492973 3.067954 0.43 -0.12 -0.08 0.319
H 7.381322 -0.157938 1.305886 0.18 0.35 0.07 0.324
H 5.908677 -0.598254 2.146876 -0.22 0.14 -0.27 0.386
H 5.798444 1.346195 3.464403 -0.11 -0.02 0.10 0.175
H 7.725222 3.162705 3.527052 -1.06 0.24 -0.46 0.350
H 8.550746 2.131657 2.480463 0.51 -0.57 0.04 0.390
H 9.937189 0.868321 5.408735 -0.12 -0.09 0.03 0.223
H 10.267747 2.137165 4.263900 -0.18 0.21 -0.36 0.287
H 9.712279 0.494581 3.689333 0.86 0.05 -0.15 0.344
H 6.369737 2.320960 0.744472 0.51 -0.17 0.04 0.245
H 5.008862 1.807008 1.397764 -0.31 0.09 -0.09 0.294
C -0.947094 3.817106 -5.763133 0.16 1.12 -0.41 -1.251
C -0.717103 5.384469 -5.900410 -1.64 -0.73 1.40 0.382
C -1.111922 5.905501 -7.254042 1.51 -0.70 -0.98 -0.681
O -0.276086 5.198208 -8.225204 -2.09 -0.54 0.01 -0.384
C 1.107561 5.391223 -8.109448 -0.84 1.34 -0.79 -0.636
N -1.539080 6.156521 -4.914574 0.57 -0.28 -0.48 -0.714
H -1.999408 3.569381 -5.902284 -0.20 0.27 0.04 0.310
H -0.667952 3.451241 -4.775037 0.19 0.10 -0.02 0.377
H -0.435761 3.252145 -6.542539 0.29 0.10 0.11 0.316
H 0.329780 5.647014 -5.748151 -0.06 -0.11 0.23 0.262
H -0.987156 6.986777 -7.312250 0.61 0.21 0.03 0.352
H -2.162149 5.795201 -7.524159 0.04 -0.77 -0.01 0.362
H 1.544878 5.119159 -9.070085 0.07 -0.35 0.17 0.247
H 1.585092 4.870398 -7.279510 0.05 0.13 0.05 0.216
H 1.121380 6.480865 -8.084439 1.36 0.29 0.61 0.326
H -2.501419 5.877294 -5.041138 -0.26 0.01 -0.04 0.274
H -1.319378 5.910149 -3.960052 0.22 -0.10 0.09 0.243
C -10.439629 0.382883 -3.737002 0.40 2.62 0.52 -1.379
C -8.886130 0.230893 -3.871732 -2.59 -0.32 -0.68 0.419
C -8.104851 0.583743 -2.628062 -0.19 0.13 -0.32 -0.747
O -7.888926 1.989793 -2.496282 -0.11 -0.50 -0.19 -0.329
C -7.066866 2.149330 -1.373286 1.04 0.46 0.09 -0.687
N -8.732201 -1.153484 -4.221796 1.71 -1.40 0.33 -0.729
H -10.933379 -0.159678 -2.930814 0.50 -0.67 -0.08 0.340
H -11.009245 0.279328 -4.660536 0.35 -0.41 -0.13 0.392
H -10.628553 1.413781 -3.437581 -0.20 0.42 -0.02 0.338
H -8.503108 0.799858 -4.718898 -0.13 0.39 0.14 0.253
H -7.167743 0.030117 -2.686688 0.36 0.13 0.03 0.437
H -8.623251 0.244400 -1.731287 -0.23 -0.24 0.18 0.299
H -6.776683 3.176039 -1.150208 -1.00 0.39 -0.18 0.293
H -6.068925 1.762687 -1.579975 0.07 -0.84 0.11 0.301
H -7.514440 1.673560 -0.500703 0.14 0.01 0.22 0.266
H -9.034673 -1.696591 -3.425777 -0.06 -0.40 -0.04 0.262
H -9.302514 -1.432110 -5.007417 -0.06 0.22 0.01 0.272
C -8.206835 -1.863433 3.698808 0.15 -1.68 -1.86 -0.388
C -6.948266 -2.258644 4.378782 0.78 -0.11 -3.06 -0.348
O -6.731029 -1.357057 5.378316 0.64 1.15 2.57 -0.528
O -9.263237 -2.253377 4.504626 -0.91 1.12 0.53 -0.493
H -8.334541 -2.370552 2.742451 0.11 -0.36 -0.06 0.343
H -8.095795 -0.822344 3.395652 -0.56 0.55 0.51 0.248
H -6.219917 -2.060708 3.592379 0.71 -0.68 -0.06 0.260
H -6.918072 -3.306492 4.677449 -0.08 0.16 0.29 0.248
H -6.117746 -0.696307 5.048319 -0.04 0.02 0.23 0.336
H -9.043347 -1.719575 5.271636 -0.75 -0.16 0.89 0.322
C 1.582924 6.927228 2.500207 2.29 1.05 0.13 -0.383
C 1.161377 6.773709 1.072107 -0.50 -0.52 -0.40 -0.464
O 0.009246 5.967193 1.010715 -0.73 0.05 -0.29 -0.508
O 2.218865 5.754349 3.081035 -1.43 0.12 0.00 -0.504
H 0.798064 7.401864 3.089108 -0.32 -1.00 0.29 0.278
H 2.390523 7.654614 2.582695 0.02 0.59 -0.47 0.296
H 1.901848 6.370487 0.381307 0.68 -0.27 0.37 0.343
H 0.937342 7.724939 0.589336 -0.33 0.24 0.47 0.298
H 0.230148 5.051330 1.195128 0.10 -0.10 0.02 0.330
H 2.762855 5.412543 2.367698 0.21 -0.23 0.02 0.309
C 5.441958 -2.521550 -9.067343 -0.32 -0.34 0.22 -1.689
C 4.980234 -3.574007 -7.987288 0.67 0.87 0.41 1.311
C 6.189406 -4.398572 -7.469758 0.83 1.01 1.57 -1.021
C 7.046194 -3.687910 -6.337954 -0.07 0.14 -2.53 -0.725
C 6.206559 -3.122041 -5.253235 -0.03 -0.13 1.17 -1.151
C 5.049125 -2.209549 -5.688302 1.19 0.32 -2.12 1.451
N 4.339118 -2.878013 -6.786269 0.49 -2.86 -0.22 0.342
O 3.074456 -2.344866 -7.084288 0.29 0.38 0.04 -0.486
C 4.162515 -1.917349 -4.469710 0.38 0.02 -0.62 -1.699
C 5.671958 -0.878105 -6.288016 -0.55 0.94 0.74 -1.642
C 4.029553 -4.651152 -8.570530 -0.49 1.29 0.53 -1.882
H 4.794080 -1.657364 -9.214088 -0.45 -0.15 0.51 0.315
H 5.474703 -2.958291 -10.065479 0.38 -0.33 0.06 0.453
H 6.408670 -2.095788 -8.798437 0.14 -0.20 -0.11 0.335
H 5.780174 -5.340611 -7.104820 0.28 -0.13 0.01 0.405
H 6.951820 -4.551540 -8.233587 -0.55 -0.39 -0.50 0.386
H 7.577446 -2.919867 -6.900090 -0.13 0.65 0.07 0.270
H 7.916754 -4.282467 -6.060945 -0.47 -0.55 0.59 0.397
H 6.788677 -2.562315 -4.521154 0.30 0.28 -0.08 0.402
H 5.853621 -3.961638 -4.654393 -0.61 -0.10 -0.06 0.428
H 4.112535 -2.688758 -3.701256 0.15 -0.40 -0.36 0.336
H 4.681081 -1.074978 -4.011911 -0.79 0.29 0.23 0.375
H 3.150601 -1.737215 -4.832593 0.12 0.71 0.51 0.424
H 5.668381 -0.068745 -5.557936 0.68 -0.17 0.62 0.404
H 6.663551 -0.961143 -6.732921 0.02 -0.32 0.29 0.269
H 5.087480 -0.333333 -7.029441 -0.58 -0.86 -0.44 0.374
H 4.460424 -5.329034 -9.307360 0.39 0.38 -0.04 0.372
H 3.194660 -4.105212 -9.009850 -0.27 -0.41 -0.07 0.407
H 3.701218 -5.262572 -7.730011 -0.29 0.04 -0.06 0.484
H 2.581000 -2.769097 -6.378507 -0.73 0.00 -0.34 0.355